Entry 1:
ORCA calculation (ωB97M-V/def2-TZVPD) on a structure of composition C3H3FNiO2 at a distorted geometry.

F_max	0.084	Eh/bohr
charge	+1
⟨S²⟩	3.760
2S+1	4
E_tot	-1874.1851	Eh
energy above the lowest of the compared OMol25 structures with the same formula, charge and spin	23.6	kJ/mol

Geometry as XYZ:
```
10
C3H3FNiO2 ωB97M-V/def2-TZVPD
H -0.14205 1.34209 1.17756
F 1.02060 -0.85676 -1.41622
O 0.52318 -0.54670 0.74303
O -0.93563 0.75181 -0.33011
C 1.17431 0.04488 -0.34897
C 0.35420 1.30204 -0.45830
C -0.73695 0.03483 0.84383
H 2.24484 0.14898 -0.15230
H 0.45663 1.93060 -1.34167
Ni -2.15036 -1.46011 1.00849
```


Entry 2:
ORCA calculation (ωB97M-V/def2-TZVPD) on a cluster of 4 separate species, C29H47BrClN4O5 in total at a distorted geometry.

F_max	0.032	Eh/bohr
charge	+1
E_tot	-4762.3785	Eh

Geometry as XYZ:
```
87
C29H47BrClN4O5 ωB97M-V/def2-TZVPD
C -3.39151 -2.67218 3.49386
C -3.51628 -2.29249 2.36090
C -3.51588 -1.76864 0.97573
C -2.49571 -0.60815 0.87817
C -1.32049 -0.95157 -0.05868
N -0.26607 0.05865 0.18331
C 1.04171 -0.33968 -0.47051
C 2.04477 -0.87047 0.53072
C 2.77076 -2.01684 0.18463
C 3.73418 -2.52633 1.05031
C 3.98585 -1.92293 2.28910
C 3.25639 -0.78570 2.64664
C 3.47683 -0.07627 3.97216
C 2.29226 -0.27278 1.76706
C -0.65419 1.40460 -0.29794
C -2.03198 1.89741 0.19042
Br -1.72439 2.71143 1.97767
C -2.67776 2.87786 -0.80919
C -1.74506 3.96155 -1.39744
O -0.80427 4.48864 -0.45304
C 0.46893 4.56478 -0.91880
C 1.54134 4.35388 0.14979
O 0.76984 4.80652 -2.05606
C -3.10937 0.70696 0.37890
Cl -4.32322 1.19986 1.62756
H -3.04452 -2.87594 4.49337
H -3.21414 -2.57646 0.29760
H -4.51706 -1.38950 0.74816
H -2.05445 -0.42354 1.86982
H -1.66697 -0.85190 -1.09857
H -0.95957 -1.97328 0.09992
H -0.09855 0.10895 1.19392
H 0.82347 -1.13463 -1.19134
H 1.43744 0.50422 -1.04767
H 2.62067 -2.53467 -0.76321
H 4.30105 -3.41128 0.76612
H 4.73446 -2.34135 2.95762
H 4.39825 -0.39680 4.46626
H 3.56156 1.00522 3.79939
H 2.59714 -0.21463 4.61313
H 1.74401 0.61808 2.09070
H -0.55993 1.50144 -1.38804
H 0.09075 2.09594 0.11312
H -2.99896 2.26043 -1.66269
H -3.58016 3.29109 -0.34867
H -1.28449 3.57746 -2.31388
H -2.38308 4.79962 -1.70972
H 2.26934 3.61211 -0.18862
H 1.99941 5.31104 0.41574
H 1.06496 3.97036 1.06394
H -3.68593 0.55845 -0.54101
C -0.59667 -3.22148 5.93500
O -1.76787 -3.41342 6.20716
N 0.29233 -4.18858 5.64523
C 1.67636 -3.89532 5.32951
C -0.15451 -5.57349 5.65105
H -0.16109 -2.20742 5.90526
H 1.91013 -4.25933 4.32628
H 2.33077 -4.38829 6.05102
H 1.85478 -2.82195 5.36673
H -0.95796 -5.70275 4.92505
H -0.53917 -5.83051 6.63809
H 0.67368 -6.23154 5.39985
C 2.82841 3.78193 -4.73997
O 3.10801 2.70134 -5.23000
N 3.38800 4.95650 -5.08873
C 3.00937 6.21274 -4.46409
C 4.40573 4.96287 -6.12698
H 2.07097 3.87994 -3.94653
H 2.62334 6.89366 -5.22515
H 3.88598 6.65858 -3.98934
H 2.24149 6.04653 -3.71149
H 3.98942 4.56311 -7.05225
H 5.24198 4.33064 -5.82613
H 4.75808 5.97767 -6.29459
C -4.45377 -2.33233 -2.63109
O -4.23118 -1.18491 -2.27185
N -3.59241 -3.12032 -3.29592
C -3.93857 -4.47630 -3.69058
C -2.27843 -2.60473 -3.63511
H -5.41940 -2.82201 -2.43260
H -3.24273 -5.18054 -3.23166
H -3.87891 -4.56788 -4.77588
H -4.94947 -4.71821 -3.37030
H -1.74646 -2.32598 -2.72358
H -2.38086 -1.71627 -4.25959
H -1.70908 -3.36069 -4.16937
```


Entry 3:
ORCA calculation (ωB97M-V/def2-TZVPD) on a structure of composition CH4INS at a distorted geometry.

F_max	0.093	Eh/bohr
charge	0
E_tot	-790.9807	Eh
energy above the lowest of the compared OMol25 structures with the same formula, charge and spin	356.1	kJ/mol

Geometry as XYZ:
```
8
CH4INS ωB97M-V/def2-TZVPD
C 0.41280 0.93910 0.10033
N -0.00322 0.05126 1.12558
S -0.17443 -2.32556 -0.71002
I -1.76268 0.58945 1.97549
H -0.38634 0.93663 -0.70885
H 0.37387 1.94005 0.40960
H 1.29078 0.77968 -0.36564
H 0.24921 -2.91060 -1.82649
```


Entry 4:
ORCA calculation (ωB97M-V/def2-TZVPD) on a structure of composition C58H50AgN5O2S2.

F_max	0.010	Eh/bohr
charge	0
E_tot	-3607.7870	Eh
energy above the lowest of the compared OMol25 structures with the same formula, charge and spin	0.0	kJ/mol

Geometry as XYZ:
```
118
C58H50AgN5O2S2 ωB97M-V/def2-TZVPD
Ag -0.77681 1.16948 0.72593
C 1.44259 5.32706 1.10940
C 0.94808 4.08625 0.65835
N 0.02181 3.41787 1.29419
C -0.50291 3.90484 2.45165
C -0.03815 5.12205 3.00225
C 0.95064 5.82857 2.27704
C -0.54914 5.59959 4.23108
C -1.49444 4.85021 4.87674
C -1.98895 3.65483 4.33799
C -1.55334 3.14543 3.11481
N -1.96603 1.99371 2.53910
C -3.17218 1.42939 2.76632
C -4.32942 2.07516 3.20654
C -5.56443 1.41736 3.30829
C -5.71080 0.09848 2.97021
C -4.58394 -0.60191 2.47878
C -4.66273 -1.95546 2.06834
C -3.56547 -2.58079 1.55662
C -2.37193 -1.83713 1.44476
N -2.25380 -0.59384 1.82499
C -3.33176 0.04156 2.36248
H 2.20073 5.84866 0.54108
H 1.33996 3.62008 -0.24068
H 1.31056 6.77156 2.67289
H -0.18373 6.53341 4.63804
H -1.88126 5.18402 5.83283
H -2.73106 3.10000 4.89532
H -4.26972 3.12124 3.47469
H -6.42163 1.97949 3.65990
H -6.66134 -0.41156 3.05696
H -5.61118 -2.47304 2.15793
H -3.59511 -3.61095 1.22769
H -1.49103 -2.30179 1.01001
C 6.06017 0.50182 5.13585
C 4.88500 -0.01404 4.35443
C 3.79918 -0.59608 4.99178
C 2.71679 -1.07404 4.26033
C 2.73677 -0.97138 2.88257
C 3.80765 -0.38143 2.21961
C 4.87073 0.09158 2.95935
S 1.31613 -1.51921 1.96962
O 1.02056 -0.39564 1.02031
C 2.14363 -2.78079 0.97411
C 3.11281 -3.58063 1.63319
C 3.79157 -4.53920 0.95173
C 3.54723 -4.74307 -0.43304
C 4.27090 -5.71107 -1.17011
C 4.01515 -5.91350 -2.49473
C 3.01500 -5.15535 -3.14022
C 2.29670 -4.22122 -2.44993
C 2.55064 -3.97751 -1.07478
C 1.81399 -2.98984 -0.33181
C 0.60919 -2.42979 -1.01875
C -0.54016 -3.29093 -1.07408
C -0.59943 -4.51890 -0.36680
C -1.71851 -5.30056 -0.40942
C -2.84121 -4.90334 -1.16531
C -2.80527 -3.73533 -1.87003
C -1.65710 -2.90934 -1.84716
C -1.60466 -1.70462 -2.60197
C -0.51063 -0.90497 -2.54003
C 0.58841 -1.26673 -1.72484
S 1.88679 -0.04095 -1.55312
O 1.15625 1.23672 -1.30696
C 2.38617 0.01732 -3.26714
C 2.05756 1.12144 -4.02940
C 2.47953 1.17708 -5.35309
C 3.22810 0.15023 -5.91318
C 3.70330 0.22753 -7.33748
C 3.55562 -0.94858 -5.11572
C 3.14871 -1.01708 -3.79675
H 5.86999 0.46730 6.20717
H 6.28904 1.53247 4.86348
H 6.95125 -0.09471 4.93158
H 3.78682 -0.66414 6.07227
H 1.85924 -1.50511 4.76161
H 3.78442 -0.27947 1.14110
H 5.70627 0.56160 2.45452
H 3.31909 -3.40760 2.68104
H 4.52967 -5.15222 1.45314
H 5.03126 -6.28865 -0.65949
H 4.57043 -6.65745 -3.05019
H 2.81259 -5.31745 -4.19071
H 1.52887 -3.65489 -2.95952
H 0.25052 -4.83840 0.22219
H -1.74708 -6.22855 0.14662
H -3.72431 -5.52755 -1.18834
H -3.65590 -3.41948 -2.46128
H -2.44842 -1.43653 -3.22643
H -0.46134 0.01582 -3.10517
H 1.47408 1.91527 -3.58071
H 2.21795 2.03573 -5.96000
H 3.13174 0.96118 -7.90396
H 3.61081 -0.73710 -7.83686
H 4.75417 0.51963 -7.38148
H 4.14131 -1.75710 -5.53758
H 3.41646 -1.87080 -3.18602
C -3.59077 1.25645 -0.99920
C -4.68411 1.88872 -1.89977
N -4.29879 3.24600 -2.29194
C -3.00368 3.18870 -2.97142
C -1.91426 2.64802 -2.00892
N -2.53027 2.23929 -0.74300
C -3.13066 3.42077 -0.11035
C -4.15440 4.06280 -1.08273
H -3.13390 0.38028 -1.46472
H -3.99761 0.94419 -0.03505
H -5.64076 1.94544 -1.37679
H -4.83995 1.30210 -2.80875
H -2.75718 4.19098 -3.32881
H -3.11240 2.54482 -3.84835
H -1.16291 3.40611 -1.77708
H -1.38540 1.79290 -2.42490
H -2.32919 4.11120 0.15485
H -3.60414 3.09702 0.81470
H -3.83790 5.06199 -1.38998
H -5.13593 4.15801 -0.61435
```